Entry 1:
{
  "formula": "C27H26Br2N2O2S",
  "method": "ωB97M-V/def2-TZVPD",
  "molar_mass_g_mol": 602.39,
  "de_lowest_kcal_mol": 0.0,
  "e_tot_ev": -186415.7343,
  "gap_ev": 6.76,
  "smiles": "COc1ccc(C=C2C=C(Br)C(=O)C(Br)=C2)cc1.CC(C)[C@H]1CCN2C(=N1)Sc1ccccc12",
  "elements": ["C", "O", "C", "C", "C", "C", "C", "C", "C", "C", "Br", "C", "O", "C", "Br", "C", "C", "C", "H", "H", "H", "H", "H", "H", "H", "H", "H", "H", "C", "C", "C", "C", "C", "C", "N", "C", "N", "S", "C", "C", "C", "C", "C", "C", "H", "H", "H", "H", "H", "H", "H", "H", "H", "H", "H", "H", "H", "H", "H", "H"],
  "coordinates": [[-6.813, 1.416, 3.748], [-6.526, 0.308, 2.930], [-5.194, -0.062, 2.917], [-4.190, 0.597, 3.647], [-2.889, 0.209, 3.555], [-2.485, -0.842, 2.714], [-1.112, -1.198, 2.524], [-0.027, -0.365, 2.708], [1.298, -0.929, 2.697], [2.389, -0.162, 2.860], [4.123, -0.840, 2.886], [2.298, 1.267, 3.045], [3.294, 1.968, 3.162], [0.962, 1.821, 3.081], [0.868, 3.638, 3.498], [-0.126, 1.061, 2.881], [-3.498, -1.550, 2.043], [-4.805, -1.169, 2.133], [-7.869, 1.663, 3.644], [-6.610, 1.160, 4.787], [-6.212, 2.272, 3.439], [-4.451, 1.420, 4.285], [-2.163, 0.686, 4.187], [-0.905, -2.196, 2.157], [1.400, -1.988, 2.552], [-1.079, 1.551, 2.795], [-3.217, -2.380, 1.420], [-5.572, -1.709, 1.604], [-0.852, -5.260, 4.104], [-1.373, -5.823, 2.783], [-1.712, -7.311, 2.938], [-0.362, -5.556, 1.627], [-0.759, -6.303, 0.336], [0.283, -6.105, -0.755], [0.751, -4.717, -0.755], [0.416, -3.854, 0.295], [-0.171, -4.168, 1.405], [0.912, -2.203, -0.178], [1.450, -2.736, -1.775], [1.936, -1.975, -2.822], [2.262, -2.595, -4.016], [2.126, -3.966, -4.157], [1.666, -4.736, -3.110], [1.313, -4.117, -1.913], [0.016, -5.826, 4.441], [-0.548, -4.216, 4.010], [-1.606, -5.326, 4.890], [-2.293, -5.281, 2.511], [-0.800, -7.895, 3.068], [-2.341, -7.483, 3.814], [-2.247, -7.710, 2.074], [0.616, -5.943, 1.952], [-0.908, -7.373, 0.526], [-1.725, -5.907, 0.005], [1.142, -6.771, -0.621], [-0.143, -6.332, -1.736], [2.039, -0.910, -2.702], [2.623, -2.005, -4.842], [2.374, -4.435, -5.097], [1.585, -5.802, -3.211]]
}

Entry 2:
{
  "formula": "C27H26Cl2CrN8O3",
  "method": "ωB97M-V/def2-TZVPD",
  "s_squared": 6.038,
  "molar_mass_g_mol": 633.46,
  "de_lowest_kcal_mol": 11.7,
  "e_tot_ev": -99953.7448,
  "gap_ev": [3.22, 7.18],
  "multiplicity": 5,
  "elements": ["Cr", "Cl", "C", "C", "C", "N", "C", "O", "C", "C", "C", "C", "C", "N", "C", "C", "C", "Cl", "N", "C", "O", "C", "C", "C", "C", "C", "N", "H", "H", "H", "H", "H", "H", "H", "H", "H", "H", "N", "C", "C", "C", "N", "H", "H", "H", "H", "H", "H", "H", "H", "H", "H", "N", "C", "O", "C", "C", "C", "N", "C", "C", "H", "H", "H", "H", "H", "H"],
  "coordinates": [[0.455, -0.040, 0.648], [2.045, 3.407, -4.901], [1.926, 2.976, -3.230], [0.857, 2.197, -2.816], [0.769, 1.755, -1.502], [-0.282, 0.912, -1.052], [-1.517, 1.387, -1.428], [-1.735, 2.574, -1.634], [-2.676, 0.462, -1.733], [-3.908, 1.065, -1.980], [-4.974, 0.296, -2.405], [-4.780, -1.066, -2.593], [-3.530, -1.584, -2.323], [-2.499, -0.848, -1.906], [1.801, 2.079, -0.601], [2.822, 2.943, -0.997], [2.882, 3.385, -2.308], [4.172, 4.435, -2.777], [1.712, 1.405, 0.606], [2.480, 1.662, 1.706], [3.203, 2.634, 1.897], [2.350, 0.560, 2.674], [2.930, 0.628, 3.937], [2.851, -0.450, 4.788], [2.227, -1.625, 4.315], [1.663, -1.616, 3.066], [1.668, -0.551, 2.243], [0.087, 1.936, -3.528], [-3.988, 2.134, -1.845], [-5.940, 0.746, -2.588], [-5.577, -1.706, -2.945], [-3.332, -2.646, -2.436], [3.563, 3.258, -0.279], [3.425, 1.552, 4.204], [3.271, -0.411, 5.784], [2.186, -2.520, 4.920], [1.175, -2.510, 2.695], [-0.853, -1.782, 0.657], [-0.388, -3.176, 0.540], [0.476, -3.360, -0.702], [1.803, -2.612, -0.633], [1.612, -1.162, -0.821], [-1.565, -1.728, 1.379], [-1.333, -1.552, -0.230], [-1.242, -3.859, 0.480], [0.186, -3.450, 1.427], [-0.086, -3.011, -1.575], [0.680, -4.423, -0.838], [2.478, -3.012, -1.394], [2.267, -2.769, 0.344], [1.123, -0.996, -1.698], [2.517, -0.708, -0.909], [-3.135, 2.546, 6.132], [-3.207, 2.950, 4.820], [-3.974, 3.826, 4.465], [-2.324, 2.233, 3.876], [-1.858, 0.927, 4.093], [-1.116, 0.299, 3.128], [-0.762, 0.887, 1.955], [-1.197, 2.159, 1.753], [-1.968, 2.838, 2.657], [-3.631, 3.112, 6.799], [-2.316, 2.071, 6.467], [-2.112, 0.387, 4.995], [-0.768, -0.713, 3.290], [-0.903, 2.621, 0.819], [-2.299, 3.844, 2.446]]
}

Entry 3:
{
  "formula": "C27H26Cl3N3NiO3SSbSi",
  "method": "ωB97M-V/def2-TZVPD",
  "s_squared": 0.764,
  "total_charge": -2,
  "molar_mass_g_mol": 787.49,
  "de_lowest_kcal_mol": 0.0,
  "e_tot_ev": -142896.3577,
  "gap_ev": [5.31, 4.98],
  "multiplicity": 2,
  "elements": ["Ni", "C", "C", "N", "O", "C", "C", "N", "O", "H", "H", "H", "H", "H", "H", "H", "O", "N", "C", "C", "C", "C", "C", "S", "H", "H", "H", "H", "C", "C", "C", "C", "C", "C", "Sb", "C", "C", "C", "C", "C", "C", "C", "C", "C", "C", "C", "C", "H", "H", "H", "H", "H", "H", "H", "H", "H", "H", "H", "H", "H", "H", "H", "Cl", "Si", "Cl", "Cl"],
  "coordinates": [[-1.938, 0.613, 0.829], [-4.968, -1.867, 2.725], [-3.837, -1.272, 1.941], [-3.281, -0.148, 2.246], [-3.783, 0.454, 3.385], [-3.287, -1.947, 0.797], [-3.785, -3.272, 0.294], [-2.304, -1.320, 0.205], [-1.664, -1.861, -0.779], [-5.227, -1.217, 3.556], [-4.694, -2.853, 3.110], [-5.845, -1.997, 2.086], [-3.294, 1.301, 3.361], [-3.568, -4.088, 0.992], [-3.277, -3.476, -0.647], [-4.864, -3.247, 0.118], [-0.079, 1.037, 1.773], [0.326, 2.196, 2.238], [1.657, 2.357, 2.402], [2.202, 3.540, 2.822], [1.356, 4.608, 3.116], [-0.003, 4.432, 2.966], [-0.549, 3.222, 2.511], [-2.224, 3.010, 2.269], [2.236, 1.483, 2.153], [3.278, 3.626, 2.892], [1.756, 5.556, 3.453], [-0.695, 5.231, 3.182], [0.672, -2.097, -5.455], [0.537, -0.724, -5.296], [0.440, -0.180, -4.023], [0.480, -0.987, -2.888], [0.568, -2.365, -3.064], [0.678, -2.916, -4.334], [0.165, -0.049, -0.940], [2.006, 1.216, -1.062], [3.232, 0.972, -0.442], [4.254, 1.914, -0.458], [4.064, 3.138, -1.084], [2.847, 3.408, -1.694], [1.835, 2.457, -1.679], [1.186, -1.610, 0.154], [2.353, -2.184, -0.348], [3.042, -3.155, 0.368], [2.567, -3.567, 1.606], [1.398, -3.014, 2.110], [0.713, -2.044, 1.388], [0.748, -2.525, -6.449], [0.487, -0.079, -6.166], [0.313, 0.892, -3.908], [0.526, -3.018, -2.201], [0.760, -3.991, -4.454], [3.396, 0.035, 0.077], [5.196, 1.698, 0.036], [4.856, 3.880, -1.085], [2.677, 4.370, -2.165], [0.876, 2.697, -2.130], [2.728, -1.865, -1.314], [3.951, -3.587, -0.038], [3.109, -4.315, 2.175], [1.020, -3.339, 3.074], [-0.198, -1.613, 1.789], [-3.077, 0.687, -2.740], [-3.037, 1.719, -0.813], [-1.985, 3.486, -1.589], [-5.028, 2.553, -0.959]]
}

Entry 4:
{
  "formula": "C27H26ClCrN4O7S2",
  "method": "ωB97M-V/def2-TZVPD",
  "s_squared": 0.764,
  "molar_mass_g_mol": 670.11,
  "de_lowest_kcal_mol": 37.9,
  "e_tot_ev": -111321.1325,
  "gap_ev": [7.13, 7.44],
  "multiplicity": 2,
  "elements": ["Cr", "O", "S", "O", "N", "C", "C", "C", "C", "C", "C", "C", "C", "N", "C", "C", "C", "C", "C", "C", "C", "H", "H", "H", "H", "H", "H", "H", "H", "H", "H", "H", "C", "C", "N", "C", "C", "C", "S", "N", "C", "O", "C", "C", "C", "C", "C", "C", "H", "H", "H", "H", "H", "H", "H", "H", "H", "H", "H", "H", "H", "H", "H", "O", "Cl", "O", "O", "O"],
  "coordinates": [[0.120, 0.881, 0.418], [-1.271, 3.822, 1.450], [-2.214, 3.195, 0.577], [-2.626, 4.006, -0.544], [-1.543, 1.787, -0.038], [-1.736, 1.704, -1.393], [-2.938, 1.839, -2.068], [-2.949, 1.831, -3.462], [-1.797, 1.694, -4.201], [-0.555, 1.549, -3.554], [0.700, 1.423, -4.189], [1.840, 1.355, -3.421], [1.747, 1.376, -2.028], [0.585, 1.432, -1.397], [-0.544, 1.548, -2.140], [-3.758, 2.769, 1.391], [-4.203, 1.474, 1.555], [-5.486, 1.258, 2.040], [-6.309, 2.330, 2.348], [-5.846, 3.628, 2.191], [-4.566, 3.846, 1.706], [-3.849, 1.960, -1.502], [-3.898, 1.947, -3.963], [-1.831, 1.722, -5.279], [0.758, 1.380, -5.265], [2.813, 1.284, -3.882], [2.624, 1.309, -1.398], [-3.553, 0.642, 1.323], [-5.851, 0.249, 2.164], [-7.315, 2.153, 2.706], [-6.485, 4.467, 2.428], [-4.170, 4.837, 1.547], [3.737, -3.337, -1.327], [2.363, -3.975, -1.143], [1.258, -3.064, -1.396], [0.568, -3.178, -2.662], [1.496, -2.872, -3.836], [0.962, -2.141, -0.477], [-0.474, -1.170, -0.661], [1.704, -2.112, 0.607], [2.034, -1.056, 1.324], [1.904, 0.126, 0.896], [2.727, -1.294, 2.601], [3.088, -0.194, 3.377], [3.741, -0.385, 4.578], [4.029, -1.668, 5.015], [3.659, -2.767, 4.252], [3.015, -2.585, 3.044], [4.503, -4.085, -1.142], [3.862, -2.520, -0.622], [3.863, -2.951, -2.335], [2.270, -4.326, -0.112], [2.246, -4.824, -1.819], [-0.267, -2.476, -2.651], [0.177, -4.195, -2.757], [1.935, -1.884, -3.718], [0.934, -2.900, -4.766], [2.296, -3.604, -3.905], [2.855, 0.803, 3.031], [4.023, 0.471, 5.170], [4.541, -1.813, 5.954], [3.876, -3.764, 4.603], [2.742, -3.426, 2.425], [-1.656, 1.756, 2.893], [-0.323, 1.327, 2.886], [0.204, 1.245, 4.184], [0.535, 2.132, 2.080], [-0.319, 0.011, 2.289]]
}